1.
This record from the Open Molecules 2025 dataset describes C35H57Br27O9P2S as an isolated structure in a non-equilibrium geometry. The level of theory is wB97M-V/def2-TZVPD.

Element x y z (Å)
C -4.1427 -2.1376 4.8967
O -2.7246 -2.2068 4.7728
C -2.2772 -1.1627 3.8807
C -1.8410 -1.6930 2.5306
C -2.9510 -2.3651 1.7018
C -3.0144 -3.8688 1.9818
C -3.9749 -4.6231 1.0578
C -5.3876 -4.0311 0.9619
C -5.5995 -3.0392 -0.1904
C -5.2323 -3.5869 -1.5665
O -4.1957 -2.8222 -2.1644
C -3.1199 -3.6075 -2.6444
C -3.4805 -4.3497 -3.9339
C -1.8916 -2.7196 -2.7895
C -0.6566 -3.6082 -3.0470
C 0.4187 -3.3994 -1.9938
C 1.6393 -4.3152 -2.2443
C 2.9092 -3.7447 -1.6737
C 2.9855 -3.4729 -0.3078
C 4.1620 -2.9394 0.2183
C 5.2503 -2.6627 -0.6058
C 5.1574 -2.9242 -1.9671
C 3.9978 -3.4816 -2.5044
O -2.1928 -1.8114 -3.8302
C -1.1610 -0.9624 -4.2684
C -0.4912 -0.1310 -3.1435
C -0.4654 1.3936 -3.3423
C 0.1374 2.0657 -2.0797
C 1.4014 2.8777 -2.3885
S 2.8741 1.9225 -2.7075
O 3.9713 2.6243 -2.1152
O 2.9802 1.6730 -4.1091
O 2.7082 0.5297 -1.9631
P -1.9012 0.0965 -5.6112
P -2.4832 -1.3327 -7.1496
O -3.4411 -2.3485 -6.6906
O -1.2020 -1.9774 -7.8394
O -3.1390 -0.4964 -8.3574
H -4.4052 -1.3437 5.5995
H -4.6316 -1.9176 3.9511
H -4.4937 -3.0993 5.2585
H -3.0548 -0.4042 3.7932
H -1.4206 -0.6606 4.3257
H -1.0640 -2.4371 2.7119
H -1.3809 -0.8817 1.9663
H -2.7341 -2.2333 0.6395
H -3.9188 -1.9020 1.8800
H -2.0003 -4.2551 1.8876
H -3.3366 -4.0301 3.0082
H -3.5084 -4.7439 0.0805
H -4.0824 -5.6299 1.4650
H -5.6333 -3.5424 1.9050
H -6.0866 -4.8542 0.8208
H -5.0613 -2.1172 0.0078
H -6.6579 -2.7797 -0.1932
H -4.9870 -4.6485 -1.5042
H -6.1033 -3.5284 -2.2219
H -2.8444 -4.3455 -1.8830
H -3.0925 -5.3679 -3.9105
H -4.5540 -4.4240 -4.0690
H -3.0826 -3.8738 -4.8248
H -1.7678 -2.2437 -1.8113
H -0.9785 -4.6427 -2.9290
H -0.2744 -3.5291 -4.0627
H 0.0155 -3.6469 -1.0109
H 0.7615 -2.3651 -1.9318
H 1.4185 -5.2947 -1.8208
H 1.7201 -4.4275 -3.3239
H 2.1550 -3.6574 0.3588
H 4.2137 -2.7532 1.2842
H 6.1512 -2.2443 -0.1699
H 6.0040 -2.6883 -2.5954
H 3.9444 -3.7103 -3.5580
H -0.3599 -1.5024 -4.7880
H -0.9551 -0.2984 -2.1751
H 0.5573 -0.4208 -3.1009
H -1.4859 1.7654 -3.4050
H 0.0997 1.6704 -4.2243
H -0.5928 2.7077 -1.5951
H 0.3833 1.2930 -1.3508
H 1.1953 3.5694 -3.1990
H 1.6292 3.4827 -1.5135
H 2.2631 0.6498 -1.1121
H -3.1460 0.5188 -5.1050
H -0.7387 -2.4941 -7.1675
H -3.8996 -0.0311 -7.9879
C -0.8516 -4.7277 6.1691
Br 0.9054 -4.1188 5.6775
Br -1.5784 -5.9313 4.8563
Br -0.8615 -5.5079 7.9275
H -1.4928 -3.8568 6.1970
C 2.5012 6.9435 -1.4187
Br 2.1010 5.7247 0.0173
Br 3.5795 6.1052 -2.7732
Br 0.8971 7.7083 -2.1586
H 3.0800 7.7561 -0.9997
C 9.0413 -0.7648 1.9713
Br 9.0418 0.8449 3.0241
Br 7.2616 -1.4623 1.7343
Br 9.9265 -0.5139 0.2834
H 9.6031 -1.5047 2.5219
C -0.0082 0.1498 7.7746
Br -1.0686 -0.9795 6.6287
Br -0.8494 1.8562 8.0621
Br 0.4258 -0.7206 9.4373
H 0.9252 0.3382 7.2646
C -1.1688 5.0783 10.5274
Br -1.6322 3.8852 11.9621
Br 0.5835 4.7065 9.8332
Br -2.4990 5.0666 9.1331
H -1.1426 6.0774 10.9375
C 6.6649 7.3130 -1.0789
Br 6.0661 8.3247 0.4523
Br 7.7069 8.3917 -2.2824
Br 7.5889 5.7156 -0.5554
H 5.7796 7.0066 -1.6165
C 4.7217 11.4833 -1.3507
Br 4.7677 13.2572 -0.6101
Br 2.9956 10.6617 -1.1300
Br 5.2959 11.4636 -3.1849
H 5.4252 10.8837 -0.7897
C 0.6248 8.4289 13.2197
Br 0.1384 7.2148 14.6283
Br 2.3583 8.0241 12.4949
Br -0.7206 8.4814 11.8416
H 0.6771 9.4185 13.6490
C -2.4043 0.7036 -11.5553
Br -3.0910 2.4432 -12.0181
Br -3.1498 -0.6722 -12.6694
Br -0.4848 0.6734 -11.5736
H -2.7154 0.4961 -10.5412

Summary:
LUMO energy = -0.393 eV
2S+1 = 1
Net charge = 0
Frontier orbital gap = 8.743 eV

Here are the Löwdin charges for atoms 1 to 6, given in e:
1 C -0.10
2 O -0.32
3 C -0.30
4 C -0.16
5 C -0.19
6 C -0.22


2.
This record from the Open Molecules 2025 dataset describes the molecule C3H4N2O2. The level of theory is wB97M-V/def2-TZVPD.

Element x y z (Å)
C -1.6634 -0.4266 0.1159
N -0.3279 0.0331 0.4762
N 0.7098 0.0186 -0.6420
C 1.9814 -0.4165 -0.1366
O 2.1644 -0.8251 0.9723
C 0.1683 1.1775 -0.0331
O 0.2040 2.3632 0.0032
H -1.8505 -0.3591 -0.9619
H -1.7926 -1.4537 0.4594
H -2.3578 0.2246 0.6535
H 2.7643 -0.3360 -0.9069

Summary:
LUMO energy = 0.821 eV
2S+1 = 1
Net charge = 0
SMILES string = CN1C(=O)N1C=O
Frontier orbital gap = 11.473 eV
Energy relative to the best compared isomer or geometry (same formula, charge and spin) = 3.852 eV

Here are the natural (NBO) charges for atoms 1 to 6, given in e:
1 C -0.43
2 N -0.28
3 N -0.41
4 C 0.53
5 O -0.49
6 C 0.80


3.
This record from the Open Molecules 2025 dataset describes a 4-piece molecular cluster, H8O4 overall in a non-equilibrium geometry. The level of theory is wB97M-V/def2-TZVPD.

Element x y z (Å)
O -1.3047 1.1185 0.2450
H -1.6668 1.7612 -0.3974
H -1.2909 0.2621 -0.3225
O -1.3104 -1.1451 -0.8121
H -0.4201 -1.4088 -0.5069
H -1.2529 -1.3921 -1.7383
O 1.3820 -1.1589 -0.4699
H 1.5897 -0.8845 0.4742
H 1.6028 -0.3627 -0.8854
O 1.0173 0.7127 1.7050
H 1.3527 1.6147 1.7265
H 0.3012 0.8830 0.9819

Summary:
LUMO energy = 0.614 eV
2S+1 = 1
Net charge = 0
SMILES string = O.O.O.O
Frontier orbital gap = 11.785 eV
Energy relative to the best compared isomer or geometry (same formula, charge and spin) = 0.727 eV

Here are the natural (NBO) charges for atoms 1 to 6, given in e:
1 O -1.01
2 H 0.47
3 H 0.49
4 O -0.94
5 H 0.51
6 H 0.48


4.
This record from the Open Molecules 2025 dataset describes the molecule C9H13NO2 in a non-equilibrium geometry. The level of theory is wB97M-V/def2-TZVPD.

Element x y z (Å)
C 3.4186 -0.9961 -0.0465
C 3.2392 0.4259 -0.2080
C 2.4157 -1.8785 0.0275
C 2.0161 0.9331 0.0027
C 0.4657 -0.4158 0.2268
C -1.6913 -0.7164 1.2057
C -1.4998 -0.4400 -1.2681
C -1.0889 1.5002 0.1905
C -1.0169 0.0125 0.0848
N 1.0202 -1.5792 0.0452
O 0.2935 -2.6287 -0.0392
O 1.5857 2.1886 -0.0518
H 4.4143 -1.3912 0.0065
H 4.0333 1.0270 -0.5975
H 2.4871 -2.8921 -0.1199
H -2.3625 -1.3562 0.7181
H -1.0261 -1.3199 1.7024
H -2.1738 -0.1589 2.0109
H -1.0211 0.0453 -2.0687
H -1.4315 -1.5880 -1.2687
H -2.5095 -0.0477 -1.4364
H -2.0675 1.8765 0.4482
H -0.3684 1.8981 1.0157
H -0.6048 1.9129 -0.7753
H 2.2943 2.8757 -0.1574

Summary:
LUMO energy = 0.317 eV
2S+1 = 1
Net charge = 0
Frontier orbital gap = 8.790 eV
Energy relative to the best compared isomer or geometry (same formula, charge and spin) = 6.790 eV

Here are the natural (NBO) charges for atoms 1 to 6, given in e:
1 C -0.18
2 C -0.42
3 C -0.05
4 C 0.42
5 C 0.32
6 C -0.60


5.
This record from the Open Molecules 2025 dataset describes a 3-piece molecular cluster, C34H63BrN3O2PS overall in a non-equilibrium geometry. The level of theory is wB97M-V/def2-TZVPD.

Element x y z (Å)
C 4.7002 -2.5528 -1.1228
C 3.3112 -1.7549 -1.5909
C 2.3184 -1.4772 -0.2710
N 1.3974 -0.3855 -0.6549
C 0.0960 -0.2611 0.0988
P -0.6883 1.1221 -1.0376
S -0.6473 2.9019 -0.2953
C 0.4217 0.1098 1.6638
C -0.6158 0.9400 2.5999
C 0.0656 2.0776 3.5916
O 0.2361 1.7422 4.8988
C 1.8668 0.7553 2.1131
C 2.7969 0.1302 3.3601
C 4.2492 0.8209 3.6922
N 4.8738 2.0115 3.0173
C 4.0575 2.5766 1.8873
C 2.5985 2.0508 1.3460
N 0.3064 -1.3079 2.2706
C -0.5184 -2.2733 1.3906
O -0.7749 -3.4947 1.8618
C -0.9016 -1.5906 -0.0917
C -2.5040 -1.5145 0.0369
C -3.2033 -0.3268 0.8894
C -4.8516 -0.6138 0.8169
C -5.3318 -1.8706 1.7534
C -5.5534 0.8007 1.3141
C -0.6885 -2.5283 -1.4389
Br -1.7687 -4.2602 -1.3910
C -1.0925 -1.8099 -2.8552
C 0.1701 -1.3240 -3.7801
H 5.6089 -2.0510 -1.6801
H 4.8661 -2.5475 0.0356
H 4.6646 -3.6744 -1.5201
H 3.5578 -0.7262 -2.1438
H 2.7377 -2.4369 -2.3502
H 3.0865 -1.2359 0.6096
H 1.8594 -2.5193 -0.0171
H 1.8543 0.5253 -0.8599
H -2.0548 0.8212 -1.4123
H 0.0433 1.1886 -2.3118
H -1.1473 0.1699 3.3424
H -1.4868 1.4954 2.0535
H 0.4096 3.1324 3.2168
H 2.4447 -0.8061 3.9822
H 4.8780 0.3137 4.5711
H 4.5185 3.5157 1.3122
H 2.1109 2.5816 0.4281
H 1.2134 -1.8652 2.2597
H -3.1165 -1.5884 -0.9865
H -2.8426 -2.5003 0.6282
H -3.0711 0.7638 0.5096
H -2.9308 -0.4927 2.0283
H -5.1464 -0.7284 -0.3320
H -6.4732 -1.6603 2.0290
H -4.6931 -1.8845 2.7338
H -5.2728 -2.8528 1.1137
H -4.7564 1.6355 1.6048
H -6.1997 0.6349 2.3016
H -6.2447 1.2830 0.4810
H 0.4057 -2.9290 -1.5831
H -1.8543 -0.8984 -2.7360
H -1.6929 -2.6033 -3.5158
H -0.1860 -0.3994 -4.4309
H 1.1439 -1.0464 -3.1957
H 0.3686 -2.1952 -4.5714
C -1.5183 -2.5381 -6.8252
C -0.7525 -3.8468 -6.7219
C 0.3492 -3.9801 -7.7769
C -0.1427 -3.9891 -9.2302
C -1.1546 -5.0884 -9.5636
C -0.5898 -6.4888 -9.3921
H -2.0352 -2.4441 -7.7844
H -2.2736 -2.4811 -6.0346
H -0.8445 -1.6835 -6.7091
H -1.4503 -4.6884 -6.7865
H -0.2925 -3.9070 -5.7287
H 0.9197 -4.8937 -7.5778
H 1.0588 -3.1516 -7.6579
H 0.7280 -4.0944 -9.8894
H -0.5858 -3.0171 -9.4723
H -1.4712 -4.9644 -10.6065
H -2.0575 -4.9780 -8.9551
H 0.2843 -6.6379 -10.0359
H -1.3419 -7.2349 -9.6688
H -0.2939 -6.6844 -8.3580
C -0.0171 8.1359 7.0897
C -0.3204 6.6575 6.9114
C 0.4468 5.7668 7.8925
C 1.9741 5.8182 7.7565
C 2.5128 5.4491 6.3718
C 2.1882 4.0202 5.9686
H 1.0376 8.3596 6.9063
H -0.6092 8.7288 6.3850
H -0.2704 8.4651 8.1023
H -0.1113 6.3602 5.8783
H -1.3943 6.4984 7.0636
H 0.1032 4.7335 7.7739
H 0.1818 6.0550 8.9176
H 2.4108 5.1407 8.5008
H 2.3310 6.8202 8.0177
H 3.6029 5.5712 6.3792
H 2.1332 6.1412 5.6139
H 2.6082 3.3076 6.6874
H 2.6180 3.7991 4.9862
H 1.1101 3.8505 5.9045

Summary:
LUMO energy = -0.721 eV
2S+1 = 1
Net charge = 0
SMILES string = CCCN[C@]1([PH2]=S)[C@](CC=O)(c2ccncc2)NC(=O)[C@]1(CCC(C)C)[C@@H](Br)CC.CCCCCC.CCCCCC
Frontier orbital gap = 8.375 eV
Energy relative to the best compared isomer or geometry (same formula, charge and spin) = 8.360 eV

Here are the Löwdin charges for atoms 1 to 6, given in e:
1 C -0.13
2 C -0.22
3 C -0.23
4 N -0.10
5 C -0.38
6 P 0.42


6.
This record from the Open Molecules 2025 dataset describes C14H20ClCoNO10P2S2 as an isolated structure. The level of theory is wB97M-V/def2-TZVPD.

Element x y z (Å)
Co -0.3421 0.7136 0.5247
C -3.8871 2.1890 -1.2885
C -2.4962 2.8134 -1.3554
O -2.5025 4.1038 -1.9555
P -1.3674 1.7838 -2.3662
O -2.0073 1.6346 -3.8040
O -0.0782 2.6422 -2.6437
O -1.1758 0.4788 -1.6963
P -1.6828 2.8197 0.2900
O -2.2550 4.1811 0.8905
O -0.1771 2.8143 0.0814
O -2.0693 1.5994 1.0944
H -4.3323 2.1870 -2.2831
H -4.5222 2.7741 -0.6206
H -3.8358 1.1705 -0.9068
H -2.9114 4.7260 -1.3416
H -1.8927 2.4216 -4.3538
H 0.3238 2.8952 -1.7853
H -2.0902 4.2900 1.8359
S -0.9592 -1.3912 1.2115
C -0.2273 -2.3640 0.0508
N 0.0061 -2.0427 -1.2007
C 0.9359 -2.9021 -1.9162
C 0.7240 -4.2863 -1.3186
S 0.3552 -3.9606 0.4352
H -0.2216 -1.1047 -1.5238
H 1.9539 -2.5407 -1.7424
H 0.7249 -2.8806 -2.9837
H 1.6100 -4.9109 -1.3933
H -0.1242 -4.7959 -1.7736
C -0.8405 1.1168 4.2901
C 0.2243 0.0646 4.1840
C 0.2610 -1.0180 5.0480
C 1.2429 -1.9883 4.9214
Cl 1.2539 -3.3376 6.0206
C 2.2100 -1.8960 3.9422
C 2.1894 -0.8181 3.0665
C 1.1998 0.1440 3.1880
O 1.0764 1.2111 2.3153
C 2.2493 1.5537 1.5654
C 2.4287 0.6710 0.3253
O 3.5486 0.4861 -0.1146
O 1.3385 0.1875 -0.1697
H -1.4637 0.9407 5.1657
H -1.4779 1.1213 3.4041
H -0.3940 2.1096 4.3723
H -0.4842 -1.1095 5.8274
H 2.9709 -2.6585 3.8526
H 2.9359 -0.7621 2.2866
H 3.1351 1.4991 2.1955
H 2.0972 2.5805 1.2367

Summary:
LUMO energy (alpha / beta) = 0.215 / 0.214 eV
2S+1 = 2
Net charge = 0
Frontier orbital gap (alpha / beta) = 8.520 / 8.574 eV
⟨S²⟩ = 0.86
Energy relative to the best compared isomer or geometry (same formula, charge and spin) = 0.000 eV

Here are the natural (NBO) charges for atoms 1 to 6, given in e:
1 Co 1.20
2 C -0.64
3 C -0.49
4 O -0.72
5 P 2.41
6 O -0.97


| no. | E_tot (eV) |
| --- | --- |
| 1 | -1976204.08831 |
| 2 | -10248.41279 |
| 3 | -8319.94925 |
| 4 | -15122.84196 |
| 5 | -134995.60357 |
| 6 | -127213.40377 |